No. 1
Formula: C37H55F21N10O21S7
Source: the OMol25 dataset
Level of theory: ωB97M-V/def2-TZVPD

The energy is -230066.821 eV. Its relative energy (zero: lowest compared OMol25 entry of this formula, charge and spin) is 0.0 kcal/mol. The calculation puts the frontier orbital gap at 3.369 eV. The calculation puts the LUMO energy at 1.29 eV. The calculation puts the max |F| at 6.36 eV/A. The total charge is -2.

Last column: Löwdin charge in e.
Atoms and positions in Å:
C (1.1985, -1.8824, -3.0369)  -0.0648
C (2.5593, -2.0734, -2.6513)  -0.2073
N (3.5401, -1.4975, -3.5459)  -0.0387
C (3.4830, -0.1253, -3.6975)  0.0567
C (4.7189, 0.1931, -4.3499)  0.0486
N (5.3698, -1.0201, -4.5846)  -0.1275
C (4.6312, -2.0209, -4.0298)  -0.0042
C (6.5803, -1.1027, -5.2858)  -0.0318
H (0.7566, -0.9006, -2.8673)  0.0589
H (0.7683, -2.6597, -2.4054)  0.0758
H (0.9256, -1.9986, -4.0858)  0.1069
H (2.9343, -3.0963, -2.6170)  0.1098
H (2.6819, -1.8003, -1.6033)  0.1388
H (2.6503, 0.4626, -3.3404)  0.1243
H (5.1268, 1.0826, -4.8069)  0.1272
H (4.9947, -3.0373, -3.9949)  0.1690
H (6.4077, -1.3102, -6.3419)  0.1025
H (7.1493, -1.9279, -4.8576)  0.1000
H (7.1260, -0.1747, -5.1150)  0.1060
C (3.2941, 2.7390, 3.4472)  -0.0610
C (4.2969, 1.9765, 4.2709)  -0.1599
N (5.1028, 2.8799, 5.1171)  -0.0184
C (6.4459, 3.1657, 4.8630)  0.0130
C (6.9062, 3.7078, 6.0146)  -0.0199
N (5.9032, 3.8346, 6.9929)  -0.0823
C (4.7942, 3.3359, 6.3709)  0.0424
C (5.9530, 4.4173, 8.2708)  -0.0254
H (3.0303, 2.0813, 2.6190)  0.0634
H (3.5910, 3.7061, 3.0415)  0.0832
H (2.3728, 2.9633, 3.9848)  0.0833
H (5.0125, 1.4106, 3.6745)  0.1232
H (3.8381, 1.1971, 4.8794)  0.1265
H (6.9677, 3.0881, 3.9206)  0.1472
H (7.9333, 3.9246, 6.2685)  0.1292
H (3.7411, 3.3145, 6.6094)  0.1738
H (4.9715, 4.5862, 8.7136)  0.1082
H (6.7116, 5.1996, 8.2921)  0.1045
H (6.2881, 3.6838, 9.0041)  0.1032
C (-4.8129, 0.5060, -1.3698)  -0.0273
C (-4.5385, -0.4730, -2.5562)  -0.1413
N (-5.7564, -1.1725, -2.8424)  -0.0401
C (-5.9915, -2.4661, -2.4871)  0.0648
C (-7.3069, -2.7317, -2.8811)  -0.0115
N (-7.8868, -1.6618, -3.4653)  -0.1236
C (-6.9614, -0.6175, -3.3413)  0.0669
C (-9.1760, -1.7396, -3.9492)  -0.0490
H (-5.5981, 1.1494, -1.7668)  0.0538
H (-3.9437, 1.1417, -1.2010)  0.0483
H (-5.0474, -0.0577, -0.4668)  0.0934
H (-3.7733, -1.2413, -2.4456)  0.1187
H (-4.2004, 0.1374, -3.3936)  0.1279
H (-5.1454, -3.1131, -2.3081)  0.1366
H (-7.9760, -3.5394, -2.6237)  0.1379
H (-7.1513, 0.3846, -3.6965)  0.1453
H (-9.3197, -1.2139, -4.8931)  0.1044
H (-9.9147, -1.2510, -3.3138)  0.1042
H (-9.5160, -2.7568, -4.1435)  0.1097
C (-8.6262, 4.4629, -1.5938)  -0.0662
C (-7.5926, 5.5411, -1.9524)  -0.1718
N (-6.3802, 5.2278, -1.2385)  -0.0981
C (-6.1912, 5.4748, 0.0935)  -0.0060
C (-4.9295, 5.0391, 0.3764)  0.0160
N (-4.3675, 4.6205, -0.8061)  -0.0559
C (-5.2069, 4.8222, -1.8488)  0.0426
C (-2.9359, 4.2450, -1.0559)  0.0487
H (-9.5085, 4.4784, -2.2338)  0.0736
H (-9.0313, 4.6714, -0.6036)  0.0701
H (-8.3834, 3.4051, -1.4930)  0.0801
H (-7.8672, 6.5926, -1.8690)  0.1332
H (-7.3391, 5.4448, -3.0081)  0.1164
H (-6.9717, 5.7670, 0.7804)  0.1388
H (-4.3672, 5.0139, 1.2981)  0.1340
H (-5.2022, 4.5639, -2.8975)  0.1673
H (-2.7441, 4.4893, -2.1007)  0.0992
H (-2.8660, 3.2238, -0.6812)  0.0748
H (-2.3956, 4.8944, -0.3670)  0.0892
C (-0.5774, -0.0750, -0.6707)  -0.0295
C (-0.6993, -0.7784, 0.7333)  -0.1074
N (0.6071, -1.2384, 1.3525)  0.0098
C (1.3727, -0.5114, 2.2102)  -0.0671
C (2.3636, -1.2479, 2.7078)  -0.0245
N (2.3805, -2.4612, 2.0125)  -0.0431
C (1.2819, -2.4257, 1.1341)  0.0775
C (3.1756, -3.6286, 2.3374)  0.0096
H (0.4564, 0.0817, -0.9786)  0.0577
H (-1.1366, 0.8586, -0.6097)  0.0521
H (-1.1040, -0.7433, -1.3521)  0.0668
H (-1.4007, -1.6127, 0.7244)  0.0947
H (-1.2952, -0.1467, 1.3920)  0.0856
H (0.9973, 0.4601, 2.4962)  0.1055
H (2.9520, -1.0630, 3.5944)  0.1068
H (1.0710, -3.2244, 0.4384)  0.1321
H (4.0619, -3.5744, 1.7053)  0.0914
H (2.6136, -4.5425, 2.1452)  0.0918
H (3.6954, -3.6453, 3.2954)  0.0840
C (2.7603, -5.7792, -1.4396)  -0.7526
F (3.9283, -6.1589, -1.8239)  0.1571
F (2.8074, -4.6093, -0.8702)  0.1289
F (2.0185, -5.6464, -2.5501)  0.1013
S (1.9078, -7.0465, -0.3649)  0.5021
O (2.3101, -6.8086, 1.0273)  -0.3603
O (0.4149, -6.9189, -0.4301)  -0.3374
O (2.3808, -8.3490, -0.8593)  -0.3780
C (-1.5589, -3.7599, 3.5491)  -0.6908
F (-1.9952, -3.0412, 2.5866)  0.1514
F (-0.3906, -3.2969, 4.0125)  0.1140
F (-2.5811, -3.6562, 4.4520)  0.0753
S (-1.3558, -5.5402, 2.9801)  0.4320
O (-0.8987, -6.3196, 4.1103)  -0.3489
O (-2.6229, -5.9894, 2.4260)  -0.3466
O (-0.4192, -5.6174, 1.8719)  -0.3271
C (-3.2817, 1.9065, 2.2873)  -0.6465
F (-4.3422, 2.4569, 2.7074)  0.1766
F (-3.2758, 0.6263, 2.8439)  0.0895
F (-3.4189, 1.7625, 0.9563)  0.0663
S (-1.7049, 2.9835, 2.6019)  0.5119
O (-1.9291, 4.1422, 1.7382)  -0.3637
O (-1.7627, 3.2666, 4.0828)  -0.3726
O (-0.4805, 2.2970, 2.2614)  -0.3234
C (7.3192, -1.1340, 5.0804)  -0.6274
F (8.1487, -0.8278, 6.0455)  0.1376
F (7.0357, -0.1149, 4.2341)  0.0891
F (7.7609, -2.2231, 4.3835)  0.0914
S (5.6777, -1.6928, 5.9948)  0.5066
O (5.3790, -0.3964, 6.7063)  -0.4205
O (4.6695, -2.1377, 5.0541)  -0.3432
O (6.0094, -2.7659, 6.9396)  -0.3459
C (-2.2254, -4.2269, -3.1626)  -0.6185
F (-3.4021, -4.7362, -3.4393)  0.1074
F (-1.2295, -4.8587, -3.8482)  0.1108
F (-2.3982, -2.9154, -3.4895)  0.0634
S (-1.9376, -4.3806, -1.2609)  0.4691
O (-2.2154, -5.7576, -0.8825)  -0.2813
O (-0.5617, -3.8977, -1.0755)  -0.3566
O (-2.8212, -3.4364, -0.6275)  -0.3560
C (3.4450, 2.3632, -0.6867)  -0.6021
F (2.1308, 2.3285, -0.8352)  0.1330
F (3.6858, 2.9912, 0.5063)  0.0767
F (4.0027, 1.1214, -0.7089)  0.0848
S (4.2979, 3.3336, -2.1140)  0.4660
O (3.9986, 4.7284, -1.8585)  -0.3548
O (5.7501, 3.2089, -2.0114)  -0.3653
O (3.7165, 2.7707, -3.3407)  -0.3560
C (-0.8331, 2.2981, -3.9135)  -0.5424
F (-0.7363, 3.5738, -4.2672)  0.1180
F (0.2361, 2.0537, -3.1193)  0.1006
F (-2.0532, 2.1533, -3.1838)  -0.0028
S (-0.9726, 1.0761, -5.4234)  0.4572
O (0.3426, 0.8996, -6.0519)  -0.3547
O (-1.5744, -0.0975, -4.8242)  -0.3503
O (-1.8054, 1.7293, -6.4367)  -0.3756



No. 2
Formula: C37H55Ge2N3O3W
Source: the OMol25 dataset
Level of theory: ωB97M-V/def2-TZVPD

As for the expectation value of S²: 2.04. The energy is -164694.717 eV. The multiplicity is 3. Its relative energy (zero: lowest compared OMol25 entry of this formula, charge and spin) is 0.0 kcal/mol. The calculation puts the frontier orbital gap (alpha / beta) at 5.904 / 3.686 eV. The calculation puts the LUMO energy (alpha / beta) at -10.27 / -12.49 eV. The calculation puts the max |F| at 0.49 eV/A. The total charge is +4.

Last column: Löwdin charge in e.
Atoms and positions in Å:
W (-2.4731, 0.2843, 1.7165)  1.3874
C (2.4425, 2.0804, 2.6132)  -0.1401
C (1.2343, 1.7558, 1.7305)  -0.3655
Ge (0.0371, 0.3936, 2.5146)  0.8299
C (0.7478, -1.4308, 2.5798)  -0.3628
C (2.2472, -1.5217, 2.8663)  -0.1508
C (-0.2809, 1.0844, 4.3668)  -0.1342
C (-1.2212, 2.0625, 4.5846)  -0.3110
Ge (-2.0263, 2.5213, 2.8268)  0.9935
C (-4.2186, 1.1363, 2.7735)  -0.3847
C (-4.9315, 2.4775, 2.5499)  -0.1602
C (-2.0866, 4.4109, 2.3765)  -0.3547
C (-2.3846, 5.4174, 3.4853)  -0.1379
C (-1.5013, 2.6190, 5.8778)  -0.1672
C (-2.7344, 3.3030, 6.1112)  -0.0070
C (-3.0334, 3.8130, 7.3386)  0.0108
C (-2.0947, 3.6881, 8.3889)  0.0721
C (-0.8629, 3.0353, 8.1884)  0.0066
C (-0.5730, 2.5016, 6.9672)  0.0356
H (3.0761, 2.8266, 2.1345)  0.0872
H (3.0569, 1.2018, 2.8010)  0.0614
H (2.1363, 2.4860, 3.5799)  0.0679
H (1.5499, 1.3891, 0.7504)  0.0768
H (0.6603, 2.6705, 1.5431)  0.0292
H (0.5088, -1.8992, 1.6215)  0.0669
H (0.1712, -1.9627, 3.3402)  0.0563
H (2.8359, -1.0418, 2.0847)  0.0716
H (2.5595, -2.5646, 2.9142)  0.0845
H (2.5110, -1.0603, 3.8192)  0.0738
H (0.2778, 0.6867, 5.2131)  0.0834
H (-4.1258, 0.9232, 3.8450)  0.0650
H (-4.8813, 0.3314, 2.4124)  0.0747
H (-4.5349, 3.2877, 3.1736)  0.0428
H (-5.9856, 2.3884, 2.8119)  0.0992
H (-4.8743, 2.8129, 1.5143)  0.0650
H (-2.7722, 4.5117, 1.5327)  0.0704
H (-1.0804, 4.5815, 1.9683)  0.0783
H (-3.4046, 5.3230, 3.8594)  0.0695
H (-2.2814, 6.4292, 3.0950)  0.0945
H (-1.6934, 5.3205, 4.3230)  0.0743
H (-3.4469, 3.3944, 5.3000)  0.1006
H (-3.9738, 4.3150, 7.5203)  0.1373
H (-2.3274, 4.1039, 9.3616)  0.1434
H (-0.1554, 2.9640, 9.0032)  0.1380
H (0.3793, 2.0152, 6.8103)  0.1253
C (-4.4760, -6.1401, -2.1931)  0.0078
O (-4.0265, -4.7736, -2.0369)  -0.0037
C (-3.7641, -4.2944, -0.8506)  -0.2350
C (-3.8751, -5.0393, 0.3514)  0.0392
C (-3.5880, -4.4344, 1.5330)  0.0377
C (-3.1828, -3.0677, 1.6176)  -0.0889
C (-2.8983, -2.4918, 2.8566)  -0.2840
C (-2.9393, -3.2003, 4.1661)  0.0376
O (-2.5265, -1.2439, 2.9403)  -0.2302
C (-3.0631, -2.3488, 0.3781)  -0.2526
O (-2.6513, -1.0610, 0.3444)  -0.2390
C (-3.3455, -2.9516, -0.8153)  0.0996
H (-4.6262, -6.2677, -3.2583)  0.1086
H (-5.4157, -6.2870, -1.6637)  0.1097
H (-3.7109, -6.8282, -1.8380)  0.1086
H (-4.1875, -6.0720, 0.3342)  0.1267
H (-3.6771, -5.0154, 2.4390)  0.1276
H (-3.6689, -4.0026, 4.1981)  0.0955
H (-3.1582, -2.4847, 4.9556)  0.1043
H (-1.9536, -3.6311, 4.3650)  0.1201
H (-3.2449, -2.4047, -1.7421)  0.1480
C (9.0012, -1.2415, -8.2274)  -0.0522
C (7.8285, -0.9042, -7.2732)  -0.1301
N (7.0379, -2.0972, -6.9848)  -0.1561
C (6.4093, -2.5794, -8.2112)  -0.1303
C (7.4737, -2.8490, -9.3038)  -0.0526
N (8.8202, -2.6703, -8.6595)  -0.0933
C (8.9519, -3.5892, -7.4768)  -0.0527
C (7.9012, -3.1371, -6.4326)  -0.1305
H (9.9755, -1.1750, -7.7466)  0.1378
H (9.0115, -0.6284, -9.1263)  0.1378
H (7.1780, -0.1541, -7.7204)  0.1301
H (8.2140, -0.4971, -6.3402)  0.1293
H (5.6962, -1.8360, -8.5630)  0.1293
H (5.8569, -3.4901, -7.9852)  0.1299
H (7.4215, -2.1461, -10.1332)  0.1378
H (7.4338, -3.8618, -9.6997)  0.1376
H (9.5433, -2.9025, -9.3385)  0.1936
H (9.9754, -3.5112, -7.1156)  0.1378
H (8.7846, -4.6014, -7.8401)  0.1377
H (8.3933, -2.7455, -5.5437)  0.1300
H (7.2901, -3.9851, -6.1285)  0.1292
C (-3.5900, 3.9701, -3.4854)  -0.0047
C (-3.2861, 3.1237, -2.2952)  -0.2075
C (-2.0581, 3.1890, -1.6328)  0.0251
C (-1.8254, 2.3997, -0.5316)  -0.1177
N (-2.7450, 1.5451, -0.0391)  -0.1523
C (-3.9238, 1.4546, -0.6924)  -0.1074
C (-4.2257, 2.2181, -1.7924)  0.0271
H (-2.7246, 4.5423, -3.8095)  0.0938
H (-4.3980, 4.6660, -3.2497)  0.1110
H (-3.9372, 3.3514, -4.3139)  0.1074
H (-1.2791, 3.8527, -1.9829)  0.1346
H (-0.8713, 2.4248, -0.0206)  0.0885
H (-4.6356, 0.7343, -0.3073)  0.1265
H (-5.1913, 2.1045, -2.2672)  0.1408